(1)
22
Properties=species:S:1:pos:R:3:forces:R:3 method="wB97M-V/def2-TZVPD" e_above_lowest_kcal_mol=132.8 e_tot_ev=-13590.315 smiles="O=C[C@@]1(C2CCC2)CO1.O" charge=0 gap_ha=0.3117 largest_force_ev_per_a=7.6
O 0.254661 -2.702336 0.076977 0.011 0.110 2.083
C -0.694701 -1.961111 0.168637 -1.355 0.562 -7.507
C -0.726191 -0.529880 -0.290103 1.024 3.438 4.518
C -2.010360 0.211927 -0.385952 0.340 -0.941 0.195
O -1.421656 0.334187 0.892197 0.788 0.488 -1.077
C 0.578117 0.056703 -0.765180 -0.109 -0.104 -0.175
C 0.669907 1.569342 -1.060018 -0.258 0.283 -0.167
C 2.092301 1.556596 -0.456075 0.192 0.138 -0.037
C 1.748448 0.219008 0.234610 0.147 -0.289 0.328
H -1.493683 -1.997046 -0.803472 -0.594 -3.136 2.468
H -1.999959 1.137991 -0.966801 -0.148 -0.287 -0.013
H -2.927368 -0.387152 -0.397604 0.106 0.251 -0.183
H 0.908772 -0.525737 -1.636525 -0.074 0.083 0.153
H 0.552592 1.884245 -2.105169 0.043 -0.059 0.273
H -0.024067 2.143228 -0.429513 0.193 -0.178 -0.125
H 2.859431 1.426931 -1.231608 -0.192 0.036 0.207
H 2.374530 2.398820 0.188591 -0.088 -0.233 -0.201
H 1.377660 0.374334 1.257236 0.035 -0.030 -0.284
H 2.515288 -0.566160 0.250680 -0.270 0.207 -0.029
O -1.754771 -1.853716 2.324560 -0.775 3.725 -0.632
H -1.864449 -0.731402 2.229826 0.927 -4.402 0.131
H -1.014502 -2.058772 2.904705 0.055 0.338 0.072

(2)
11
Properties=species:S:1:pos:R:3:forces:R:3 method="wB97M-V/def2-TZVPD" e_above_lowest_kcal_mol=155.5 e_tot_ev=-9233.744 charge=0 gap_ha=0.3595 largest_force_ev_per_a=5.4
C 0.748370 -0.360376 -1.120573 0.339 0.657 -5.207
C -0.792959 -0.018489 0.043126 -5.100 1.010 -1.252
C 0.379016 -0.185202 1.753291 2.520 -0.806 -2.050
C 0.443310 -0.499394 0.323683 0.034 1.151 4.643
H 1.092355 0.729161 -1.491499 0.367 -2.791 1.211
H 1.149602 -1.235679 -1.921148 -0.956 2.326 2.724
H -0.786951 1.131507 -1.784235 -0.952 -4.597 1.835
H 1.123636 -0.282885 2.620538 -1.437 0.188 -1.464
N -0.870155 -0.056708 -1.336206 2.776 3.556 -2.892
N -1.709547 0.425290 0.895668 3.780 -0.469 0.425
O -0.776677 0.352775 2.017354 -1.372 -0.226 2.028

(3)
14
Properties=species:S:1:pos:R:3:forces:R:3 method="wB97M-V/def2-TZVPD" e_above_lowest_kcal_mol=81.7 e_tot_ev=-9843.737 charge=0 gap_ha=0.3968 largest_force_ev_per_a=1.0
C 0.627438 0.750844 1.309478 -0.012 0.026 0.027
C 0.769627 -0.147175 0.093215 0.038 -0.046 0.092
C -0.428772 -1.169373 -0.051967 0.097 -0.131 0.139
N -1.096429 -0.743635 -1.309158 -0.285 0.190 -0.008
C -1.162153 0.577423 -1.290596 -0.562 0.521 -0.247
O -1.711179 1.583713 -1.481391 0.531 -0.826 0.184
O 0.699336 0.596889 -1.104779 0.079 0.050 -0.036
H -0.338845 1.270990 1.292780 0.120 -0.077 -0.001
H 1.416675 1.507577 1.316799 -0.094 -0.112 0.008
H 0.686364 0.168174 2.236004 -0.009 0.062 -0.133
H 1.723593 -0.687429 0.122806 -0.133 0.057 0.000
H -1.120019 -1.116616 0.794563 0.109 0.030 -0.120
H -0.112602 -2.205514 -0.185288 -0.028 0.162 0.031
H 0.046964 -0.385868 -1.742465 0.149 0.095 0.063

(4)
14
Properties=species:S:1:pos:R:3:forces:R:3 method="wB97M-V/def2-TZVPD" e_above_lowest_kcal_mol=42.8 multiplicity=3 e_tot_ev=-18970.927 charge=+1 gap_ha="0.2895 / 0.1600" largest_force_ev_per_a=3.3
C -0.104251 -0.524245 0.170987 1.844 -0.208 0.802
C 0.245893 1.888219 -0.735366 -0.498 -1.318 1.118
N 1.147202 -0.396684 0.351077 -1.778 1.381 -1.157
N -0.901281 -1.604464 0.543984 0.787 -0.128 -1.187
N 0.104225 2.973100 -1.492667 0.719 1.899 -1.414
N -0.192384 -2.555898 1.189635 -0.329 -0.723 3.226
S -1.032930 0.773790 -0.632264 -0.849 -0.931 0.091
H 1.048096 1.434746 -0.192891 1.243 0.845 -0.087
H 1.752266 -0.959369 0.911048 -0.322 -0.971 0.241
H -1.811757 -1.533801 0.921975 -1.154 0.790 -0.170
H 0.947706 3.478156 -1.755613 -0.227 -0.092 0.133
H -0.689395 3.198632 -2.076201 -0.132 -0.279 0.219
H -0.677962 -2.805932 2.069390 0.721 -0.071 -0.852
H 0.164572 -3.366250 0.726907 -0.025 -0.195 -0.963